Record 1
Molecular formula: C30H44BCeCl2N10O6S3
Method: DFT, wB97M-V/def2-TZVPD

Calculated values
* total charge: +1
* strongest force on any atom: 0.0189 Eh/bohr
* multiplicity: 1
* LUMO level (alpha / beta): -4.0 / -4.3 eV
* HOMO energy (alpha / beta): -0.3924 / -0.3923 hartree

Last column: Löwdin charge in e.
Positions of all 97 atoms, in Å:
Ce: -0.61091 0.26250 0.34444  0.654
C: 3.98145 0.60781 3.27396  -0.034
C: 5.20730 0.51535 2.36330  -0.530
C: 6.15735 1.65514 2.72602  -0.046
C: 5.95667 -0.80814 2.53885  -0.031
N: 4.78388 0.66668 0.92411  0.031
C: 5.24002 1.66356 0.08932  -0.009
C: 4.72333 1.43276 -1.13371  -0.045
N: 3.96188 0.29315 -1.07180  0.051
B: 3.35199 -0.23382 -2.42897  -0.548
N: 2.66815 -1.62466 -2.32839  0.039
C: 3.47011 -2.74882 -2.41887  -0.065
C: 2.67546 -3.82436 -2.44484  -0.041
N: 1.35920 -3.37761 -2.37477  0.021
C: 1.36766 -2.01619 -2.32995  -0.591
S: -0.00769 -0.98547 -2.31497  0.776
C: 0.24807 -4.39472 -2.51282  -0.530
C: 0.38879 -5.03871 -3.89441  -0.021
C: -1.15844 -3.82316 -2.38443  -0.080
C: 0.43718 -5.43202 -1.40297  -0.025
N: 2.43124 0.83727 -3.04456  0.021
C: 2.26949 0.86568 -4.41221  -0.041
C: 1.33885 1.79052 -4.69670  -0.020
N: 0.92184 2.34765 -3.49738  0.029
C: 1.59798 1.74808 -2.48729  -0.626
S: 1.43935 2.06766 -0.79491  0.773
C: -0.15376 3.40488 -3.39377  -0.520
C: 0.37882 4.62410 -2.63750  -0.036
C: -1.36892 2.79939 -2.70174  -0.016
C: -0.55737 3.85538 -4.79878  -0.047
C: 4.01200 -0.17294 0.18137  -0.497
S: 3.21373 -1.61058 0.76773  1.022
H: 4.29216 0.42350 4.30251  0.100
H: 3.22006 -0.12488 3.01071  0.050
H: 3.55381 1.61323 3.22145  0.086
H: 6.44211 1.53407 3.76976  0.100
H: 5.68080 2.63227 2.62226  0.093
H: 7.06961 1.63250 2.12766  0.096
H: 6.31339 -0.88140 3.56623  0.097
H: 6.81978 -0.84406 1.87125  0.099
H: 5.32184 -1.66907 2.33986  0.043
H: 5.87075 2.46776 0.41802  0.125
H: 4.82144 1.99788 -2.04673  0.145
H: 4.29367 -0.37434 -3.16779  0.131
H: 4.54591 -2.68128 -2.44064  0.132
H: 2.93469 -4.86607 -2.49934  0.124
H: 0.32361 -4.27550 -4.67258  0.099
H: -0.41971 -5.75414 -4.04574  0.096
H: 1.33603 -5.56770 -4.00848  0.081
H: -1.40074 -3.13400 -3.18975  0.065
H: -1.30841 -3.30716 -1.43770  0.045
H: -1.84855 -4.66716 -2.43224  0.097
H: 1.39819 -5.94379 -1.46182  0.079
H: -0.34541 -6.18614 -1.48248  0.097
H: 0.35314 -4.95536 -0.42240  0.077
H: 2.82403 0.21430 -5.06742  0.133
H: 0.94618 2.09007 -5.64823  0.119
H: 0.47973 4.43011 -1.57212  0.044
H: -0.31612 5.45375 -2.76957  0.095
H: 1.35143 4.92165 -3.03530  0.096
H: -1.12129 2.47149 -1.69604  0.026
H: -1.76183 1.95560 -3.27369  0.103
H: -2.14984 3.55642 -2.60911  0.111
H: 0.28570 4.28359 -5.34540  0.095
H: -1.31523 4.62920 -4.69319  0.096
H: -0.99797 3.04483 -5.38192  0.090
Cl: -2.38554 -2.21810 1.24140  0.700
C: -1.92723 -2.30927 2.94656  -0.842
Cl: -0.77944 -1.01088 3.37336  0.637
H: -1.44006 -3.25638 3.12878  0.040
H: -2.81629 -2.18725 3.54889  0.044
O: -6.36073 2.30948 -0.07053  0.150
C: -5.91192 2.60925 1.13654  -0.485
O: -6.47417 3.37588 1.86984  0.125
C: -4.64749 1.95233 1.59739  -0.016
C: -4.15396 2.16319 2.86116  0.036
N: -3.04799 1.41392 2.98473  0.049
N: -2.77553 0.71411 1.87992  -0.024
C: -3.74237 1.03547 1.02647  -0.136
C: -3.67671 0.48466 -0.36262  -0.504
O: -4.65221 0.52363 -1.07547  0.130
O: -2.51522 -0.01012 -0.71257  -0.245
H: -5.80462 1.63491 -0.50734  0.063
H: -4.53330 2.79971 3.64596  0.155
H: -2.44382 1.33478 3.78328  0.141
N: 0.70368 1.63205 2.39941  -0.019
C: 0.01591 2.90938 2.69590  -0.123
C: -0.99880 3.28640 1.61940  -0.609
O: -1.60237 4.32103 1.72407  0.113
O: -1.12293 2.39686 0.66624  -0.260
H: 1.12065 1.25955 3.24284  0.069
H: 1.48003 1.82561 1.77064  0.023
H: 0.70413 3.74545 2.80329  0.132
H: -0.52636 2.82201 3.63495  0.120
N: 0.64061 -2.16052 0.87252  -0.073
C: 1.42409 -1.18929 0.75501  -0.642
H: 0.95995 -3.12618 0.93266  0.068

Cartesian forces (eV/Å) of the 3 atoms listed first:
0.97 -0.05 -0.02
-0.04 0.04 -0.09
-0.01 -0.05 0.08



Record 2
Molecular formula: C46H40N3O7P2Zr
Method: DFT, wB97M-V/def2-TZVPD

Calculated values
* total charge: +1
* strongest force on any atom: 0.0121 Eh/bohr
* multiplicity: 1
* LUMO level: -2.7 eV
* HOMO energy: -0.3903 hartree

Last column: Löwdin charge in e.
Positions of all 99 atoms, in Å:
Zr: -1.31461 -0.13624 0.66213  1.899
O: -2.93572 -1.18628 2.00369  -0.019
C: -2.37123 -2.20967 1.54282  -0.605
O: -1.97955 -2.15836 0.31416  -0.196
C: -1.86664 -3.31318 2.38874  -0.140
C: -2.70140 -4.01393 3.24888  -0.002
C: -2.17953 -5.03238 4.02690  -0.050
C: -0.82432 -5.33159 3.95729  -0.047
C: 0.01149 -4.60514 3.12275  -0.072
C: -0.49118 -3.57712 2.32866  -0.259
P: 0.62040 -2.59545 1.23997  1.132
C: 2.09196 -2.18055 2.21807  -0.373
C: 3.15741 -1.62338 1.50556  -0.107
C: 4.27960 -1.15719 2.16821  -0.068
C: 4.34304 -1.22319 3.55488  -0.073
C: 3.27840 -1.74907 4.26957  -0.066
C: 2.15390 -2.22289 3.60640  -0.085
C: 1.16329 -3.90762 0.09135  -0.357
C: 0.27000 -4.30246 -0.90574  -0.107
C: 0.61881 -5.30141 -1.80074  -0.071
C: 1.86292 -5.91184 -1.71362  -0.073
C: 2.75204 -5.52912 -0.71980  -0.069
C: 2.40429 -4.53283 0.18296  -0.086
H: -3.75428 -3.76633 3.29224  0.127
H: -2.82830 -5.59469 4.68531  0.113
H: -0.41405 -6.13113 4.56050  0.114
H: 1.06831 -4.84340 3.08349  0.116
H: 3.10711 -1.55164 0.42168  0.105
H: 5.10167 -0.73609 1.60367  0.109
H: 5.21793 -0.85655 4.07564  0.107
H: 3.31711 -1.78835 5.35032  0.109
H: 1.32289 -2.61318 4.17911  0.103
H: -0.69892 -3.82405 -0.97614  0.097
H: -0.08004 -5.60264 -2.57047  0.109
H: 2.13617 -6.68802 -2.41664  0.108
H: 3.71952 -6.00888 -0.64135  0.109
H: 3.10505 -4.24414 0.95637  0.103
N: -3.51554 2.48456 0.38137  -0.078
P: -1.86352 2.66738 -0.08847  1.059
C: -1.82903 3.26389 -1.79940  -0.331
C: -1.62221 4.60203 -2.13744  -0.086
C: -1.51232 4.97287 -3.46900  -0.067
C: -1.60449 4.01428 -4.47019  -0.064
C: -1.80006 2.68075 -4.14091  -0.061
C: -1.90361 2.30276 -2.81078  -0.095
C: -1.41889 4.07521 0.95562  -0.350
C: -0.27856 3.98541 1.75038  -0.096
C: 0.07433 5.03571 2.58517  -0.052
C: -0.71178 6.17641 2.63292  -0.060
C: -1.85133 6.27382 1.84348  -0.063
C: -2.20336 5.22877 1.00477  -0.111
C: -4.15239 1.29151 0.16478  -0.377
C: -5.48164 1.08005 0.54809  0.008
C: -6.09332 -0.08678 0.16186  -0.028
C: -5.39626 -1.01243 -0.62429  -0.043
C: -4.08442 -0.75670 -0.90686  -0.130
N: -3.43623 0.34700 -0.46988  -0.023
H: -3.94158 3.13949 1.01824  0.113
H: -1.53023 5.35544 -1.36573  0.093
H: -1.35036 6.01222 -3.72368  0.110
H: -1.51592 4.30686 -5.50911  0.111
H: -1.85949 1.93057 -4.91944  0.111
H: -2.02137 1.25881 -2.55435  0.078
H: 0.32754 3.08876 1.72968  0.088
H: 0.95708 4.95469 3.20612  0.115
H: -0.43745 6.99430 3.28713  0.112
H: -2.46325 7.16545 1.87977  0.111
H: -3.08398 5.32056 0.37634  0.112
H: -6.00483 1.83951 1.11386  0.122
H: -7.12057 -0.27628 0.44447  0.120
H: -5.87108 -1.90834 -0.99558  0.114
H: -3.48807 -1.44476 -1.48687  0.120
C: 5.11072 1.27205 -4.49688  -0.039
C: 3.92925 1.05654 -3.59347  -0.247
C: 3.42822 2.09428 -2.81703  -0.001
C: 2.36362 1.91601 -1.94856  -0.177
C: 1.84038 3.12231 -1.21559  -0.011
C: 1.77177 0.64191 -1.86465  -0.049
C: 2.24722 -0.42024 -2.65333  -0.178
C: 1.69861 -1.82238 -2.57772  -0.021
C: 3.32462 -0.18772 -3.49649  -0.001
C: 0.63939 0.41059 -0.93883  -0.551
O: -0.45514 -0.13286 -1.33240  -0.149
O: 0.68594 0.72366 0.29884  -0.141
H: 5.14618 2.29769 -4.86322  0.081
H: 5.08202 0.59862 -5.35296  0.081
H: 6.04122 1.08156 -3.95738  0.090
H: 3.87825 3.07885 -2.89313  0.126
H: 2.66201 3.79021 -0.95466  0.093
H: 1.31528 2.86412 -0.30350  0.043
H: 1.15713 3.67875 -1.86188  0.086
H: 0.73286 -1.87305 -2.09019  0.052
H: 2.38870 -2.47345 -2.03240  0.086
H: 1.59187 -2.24087 -3.57913  0.097
H: 3.70082 -1.01062 -4.09541  0.127
O: -1.61866 1.33292 2.34987  -0.161
N: -0.69651 0.82543 3.07726  -0.498
O: -0.18723 1.40693 3.97651  0.180
O: -0.35389 -0.34510 2.70746  -0.134

Cartesian forces (eV/Å) of the 3 atoms listed first:
0.19 0.51 -0.25
0.25 0.00 0.06
-0.06 0.09 0.04



Record 3
Molecular formula: C18H20N4O7S
Method: DFT, wB97M-V/def2-TZVPD

Calculated values
* strongest force on any atom: 0.0276 Eh/bohr
* SMILES: Cc1ccc(OCC(=O)Nc2cccc(S(=O)(=O)N3CCOCC3)c2)c([N+](=O)[O-])n1
* multiplicity: 1
* LUMO level: -0.9 eV
* HOMO energy: -0.3325 hartree

Last column: Löwdin charge in e.
Positions of all 50 atoms, in Å:
C: -1.61716 -3.50862 -1.75576  -0.026
C: -2.16116 -2.38469 -0.94091  -0.313
C: -3.16726 -1.53726 -1.41967  0.014
C: -3.64917 -0.51884 -0.62442  0.043
C: -3.12432 -0.34440 0.66131  -0.187
O: -3.56305 0.55047 1.57616  -0.037
C: -4.08140 1.78296 1.10884  -0.067
C: -3.03083 2.50702 0.24615  -0.445
O: -3.32615 3.08654 -0.77322  0.087
N: -1.78840 2.35594 0.76279  0.154
C: -0.55827 2.59203 0.14552  -0.187
C: -0.42923 3.22116 -1.09031  0.007
C: 0.81911 3.33557 -1.68003  -0.051
C: 1.94225 2.80590 -1.06542  -0.056
C: 1.80360 2.20309 0.17015  -0.261
S: 3.21619 1.39636 0.91629  0.688
O: 4.42371 1.96650 0.39841  -0.282
O: 3.03798 1.33007 2.33773  -0.269
N: 3.04089 -0.13013 0.21209  -0.226
C: 4.28156 -0.86639 0.05240  -0.173
C: 3.99282 -2.10205 -0.80026  -0.185
O: 3.00957 -2.91392 -0.20057  -0.123
C: 1.81105 -2.20459 -0.00454  -0.195
C: 2.02811 -0.95011 0.84491  -0.177
C: 0.57902 2.10855 0.79366  -0.009
C: -2.08867 -1.21868 1.01907  -0.133
N: -1.36550 -1.05607 2.26723  -0.322
O: -1.20187 0.08752 2.65239  0.070
O: -0.93794 -2.04008 2.80712  0.128
N: -1.64393 -2.19892 0.25878  0.200
H: -2.39834 -4.24230 -1.94762  0.085
H: -0.80341 -3.98613 -1.21949  0.077
H: -1.25666 -3.14365 -2.71532  0.085
H: -3.56363 -1.67998 -2.41290  0.122
H: -4.42057 0.13766 -0.99430  0.125
H: -5.00646 1.66318 0.53641  0.132
H: -4.29593 2.36357 2.00930  0.145
H: -1.71006 1.84425 1.64116  0.125
H: -1.30617 3.60886 -1.58245  0.103
H: 0.90901 3.83020 -2.63487  0.110
H: 2.92212 2.85915 -1.51017  0.113
H: 4.99770 -0.20371 -0.43169  0.119
H: 4.67788 -1.17928 1.02884  0.139
H: 4.88485 -2.72274 -0.89448  0.129
H: 3.65579 -1.78226 -1.79784  0.130
H: 1.12180 -2.88541 0.49709  0.118
H: 1.39181 -1.90392 -0.97798  0.128
H: 1.10626 -0.37117 0.88985  0.097
H: 2.32899 -1.22776 1.86391  0.139
H: 0.51350 1.66648 1.77669  0.110

Cartesian forces (eV/Å) of the 3 atoms listed first:
-0.02 -0.06 -0.09
-0.23 0.25 -0.13
0.14 -0.01 0.21



Record 4
Molecular formula: C19H6Cl6N2O9Ta
Method: DFT, wB97M-V/def2-TZVPD

Calculated values
* total charge: +1
* strongest force on any atom: 0.0290 Eh/bohr
* multiplicity: 1
* LUMO level: -5.0 eV
* HOMO energy: -0.4606 hartree

Last column: Löwdin charge in e.
Positions of all 43 atoms, in Å:
Ta: 0.41023 -0.46846 -1.05630  1.785
O: 4.70334 -0.89983 3.07357  0.165
C: 3.52181 -1.00709 3.66777  -0.478
O: 3.40726 -1.21134 4.83999  0.129
C: 2.29080 -0.86487 2.81667  -0.006
C: 0.98029 -0.92790 3.30978  -0.549
Cl: 0.41503 -1.19360 4.86643  0.917
N: 0.11832 -0.79514 2.29053  -0.047
N: 0.79687 -0.62209 1.13524  0.018
C: 2.10549 -0.66805 1.46037  -0.099
C: 3.04580 -0.52858 0.30976  -0.449
O: 4.23339 -0.44461 0.38913  0.186
O: 2.34434 -0.47600 -0.82658  -0.170
C: -1.32472 -0.76061 2.34436  -0.233
C: -1.94993 0.31453 2.95083  -0.015
C: -3.33554 0.33935 2.97163  -0.040
C: -4.06286 -0.69130 2.38819  -0.037
C: -3.41425 -1.76742 1.79853  -0.047
C: -2.02955 -1.80813 1.78110  -0.026
H: 4.64036 -0.70479 2.11690  0.079
H: -1.36985 1.11388 3.39413  0.126
H: -3.84652 1.16685 3.44424  0.119
H: -5.14383 -0.65727 2.39612  0.120
H: -3.98149 -2.57721 1.36088  0.122
H: -1.50018 -2.66629 1.37929  0.131
Cl: 1.00276 4.23396 -6.47844  0.753
C: 0.77868 3.42261 -4.99346  -0.687
C: 0.83982 2.02818 -4.95879  -0.689
Cl: 1.11273 1.08420 -6.35710  0.765
C: 0.66430 1.41947 -3.73543  -0.492
Cl: 0.68074 -0.34182 -3.55880  0.876
C: 0.44130 2.11518 -2.56585  -0.389
O: 0.31113 1.38206 -1.43179  -0.266
C: 0.36026 3.49127 -2.59709  -0.608
Cl: 0.05860 4.32750 -1.13401  0.779
C: 0.53331 4.14541 -3.81957  -0.674
Cl: 0.44339 5.84803 -3.87074  0.759
O: -3.18543 -2.21697 -1.44747  0.228
C: -2.03897 -1.97038 -1.41059  -0.440
O: -1.48388 -0.73353 -1.11993  -0.198
C: -0.88197 -2.98318 -1.67806  -0.435
O: -1.01527 -4.09020 -2.04030  0.240
O: 0.32388 -2.35580 -1.40513  -0.222

Cartesian forces (eV/Å) of the 3 atoms listed first:
-0.01 -0.10 1.49
-0.21 0.03 -0.06
0.22 0.01 0.07



Record 5
Molecular formula: C4H4O2
Method: DFT, wB97M-V/def2-TZVPD

Calculated values
* strongest force on any atom: 0.0857 Eh/bohr
* multiplicity: 1
* LUMO level: 0.0 eV
* HOMO energy: -0.3301 hartree

Last column: Löwdin charge in e.
Positions of all 10 atoms, in Å:
C: 2.46729 -0.67795 -0.07086  0.092
C: 1.31998 -0.37388 -0.30378  -0.094
C: -0.12424 0.03973 -0.43515  -0.257
C: -1.95015 -0.12569 0.27509  -0.077
O: -0.10583 1.41279 -0.16522  -0.080
O: -2.71159 -0.76800 -0.38567  0.061
H: 3.40729 -0.95876 0.42288  0.044
H: -0.38680 -0.24266 -1.44783  0.104
H: -2.04659 0.21332 1.36422  0.131
H: 0.13064 1.48111 0.74631  0.075

Cartesian forces (eV/Å) of the 3 atoms listed first:
-0.05 -0.09 0.87
-0.94 -1.22 1.31
-0.60 0.28 0.23



In kcal per mole, the energy above the lowest of the compared OMol25 structures with the same formula, charge and spin values for the records above are, in order, 0.0, 0.0, 6.1, 0.0, 106.0.